Below is a 2-piece molecular cluster, C5H13N3 overall at a distorted geometry, with properties calculated with ωB97M-V/def2-TZVPD.

Element x y z (Å)
C: -0.753 -0.246 0.430
C: -1.175 -0.362 2.836
C: -1.688 0.646 3.801
C: 0.037 -0.979 -2.669
C: 1.523 0.237 -1.037
N: -1.092 -0.292 1.560
N: -0.100 1.407 -2.158
N: 0.623 0.313 -2.059
H: -1.231 -0.430 -0.451
H: -0.820 -1.302 3.209
H: -2.376 0.068 4.327
H: -1.810 1.688 3.525
H: -0.793 0.758 4.516
H: -1.106 -0.920 -2.541
H: 0.131 -0.889 -3.770
H: 0.619 -1.837 -2.332
H: 2.320 1.119 -0.854
H: 0.793 0.210 -0.115
H: 2.038 -0.727 -0.976
H: -0.707 1.496 -2.929
H: 0.225 2.235 -1.729

Cartesian forces (eV/Å) of the 3 atoms listed first:
0.99 0.81 0.94
-0.14 0.88 0.23
3.94 0.22 -0.20

- Energy relative to the best compared isomer or geometry (same formula, charge and spin): 123.9 kcal per mole
- HOMO (alpha / beta): -17.54 / -17.59 eV
- Total charge: +2

Löwdin population analysis, charges in e, atoms 1 to 5: 0.19 0.00 0.03 0.07 -0.04

Below is C5H13N3O as an isolated structure at a distorted geometry, with properties calculated with ωB97M-V/def2-TZVPD.

Element x y z (Å)
C: 1.112 1.447 1.771
N: -0.916 0.670 -0.037
C: 0.511 0.202 1.123
N: -2.051 0.730 0.801
O: 0.186 -0.764 1.881
H: -0.689 1.599 -0.393
H: -2.082 0.715 1.827
H: -2.829 0.069 0.721
H: 0.983 2.351 1.167
H: 0.634 1.636 2.735
H: 2.179 1.306 1.957
C: -0.546 -1.890 -0.906
C: 0.102 -0.550 -1.108
N: 0.123 -0.079 -2.391
C: 1.263 -0.217 -0.231
H: 1.017 0.180 -2.788
H: -0.709 -0.251 -2.940
H: 0.149 -2.675 -1.226
H: -1.463 -1.987 -1.493
H: -0.719 -2.032 0.166
H: 1.851 0.614 -0.633
H: 1.896 -1.075 -0.003

Cartesian forces (eV/Å) of the 3 atoms listed first:
-0.78 0.51 -0.02
0.80 -0.79 1.82
1.48 -1.82 -0.22

- Energy relative to the best compared isomer or geometry (same formula, charge and spin): 101.9 kcal per mole
- HOMO: -7.98 eV

Löwdin population analysis, charges in e, atoms 1 to 5: -0.04 -0.06 -0.58 -0.03 -0.09

Which of these has the lowest energy relative to the best compared isomer or geometry (same formula, charge and spin)?
C5H13N3O

Among the records above, which one has the highest energy relative to the best compared isomer or geometry (same formula, charge and spin)?
C5H13N3

What is the formula in the first record?
C5H13N3

Among the records above, which one has the highest energy relative to the best compared isomer or geometry (same formula, charge and spin)?
C5H13N3